Record 1
C27H22I2N3OPtS2SbSe4 | wB97M-V/def2-TZVPD

Atoms and positions in Å:
Pt  -1.03857  1.53543  2.26562
I  -1.72667  0.03933  7.04422
C  0.11013  0.07583  6.03202
C  1.28993  -0.31947  6.63972
C  2.48123  -0.22317  5.96222
I  4.23753  -0.81967  6.97412
C  2.54013  0.26323  4.64172
C  3.71673  0.46183  3.89332
C  3.65213  0.94203  2.61212
C  2.39933  1.22533  2.05752
N  1.29183  1.07453  2.73782
C  1.31573  0.61833  4.00412
C  0.06633  0.54563  4.71552
O  -1.05597  0.92263  4.21892
H  1.26653  -0.68027  7.65582
H  4.67663  0.25933  4.34582
H  4.54353  1.10723  2.02882
H  2.30313  1.59273  1.04342
S  -1.05007  -0.68867  1.43412
C  -0.76127  -0.43727  -0.24908
N  -0.65107  -1.56137  -1.01148
C  -0.83747  -1.41497  -2.43338
C  -0.10387  -0.16937  -2.93678
N  -0.50287  0.99603  -2.17758
C  -1.14717  2.08073  -2.90638
C  -2.45377  1.59153  -3.47948
C  -3.52227  1.28673  -2.64188
C  -4.68357  0.74453  -3.16248
C  -4.78487  0.49473  -4.52188
C  -3.73137  0.81213  -5.36198
C  -2.56977  1.35613  -4.84328
C  -0.76517  0.82613  -0.84728
S  -0.98857  2.26763  0.07672
C  0.00793  -2.75247  -0.51898
C  1.41453  -2.84667  -1.05418
C  2.29213  -1.78237  -0.87618
C  3.57803  -1.84567  -1.38078
C  3.99853  -2.97627  -2.06138
C  3.12893  -4.03537  -2.24958
C  1.83923  -3.96797  -1.75238
H  -1.90907  -1.31647  -2.65168
H  -0.44977  -2.30517  -2.92498
H  -0.32297  -0.00417  -3.99278
H  0.97583  -0.32797  -2.82098
H  -0.47107  2.41163  -3.70058
H  -1.30157  2.90503  -2.20648
H  -3.44817  1.47233  -1.57898
H  -5.51267  0.51993  -2.50918
H  -5.68487  0.05813  -4.92878
H  -3.80927  0.63923  -6.42468
H  -1.75197  1.60843  -5.50568
H  -0.57307  -3.63087  -0.81208
H  0.02733  -2.70157  0.57312
H  1.96603  -0.90197  -0.33828
H  4.25513  -1.01357  -1.25088
H  5.00263  -3.03067  -2.45198
H  3.45183  -4.91067  -2.79238
H  1.16043  -4.79527  -1.90178
Se  -3.89377  1.57223  2.13842
Sb  -3.29777  4.03543  2.28822
Se  0.73153  4.84443  2.08042
Se  -0.66137  3.71003  3.33272
Se  -4.25947  4.56263  4.46172

Results
HOMO level (spin up / spin down): -6.464 / -6.461 eV
HOMO-LUMO gap (spin up / spin down): 3.295 / 3.345 eV



Record 2
C27H22N6O2RuS | wB97M-V/def2-TZVPD

Atoms and positions in Å:
Ru  0.26698  -0.35545  0.45257
C  0.81088  0.08135  4.73257
C  0.18388  -1.06605  5.25697
C  -0.43652  -1.93185  4.40477
C  -0.44152  -1.68475  3.00677
N  0.15848  -0.53285  2.51937
C  0.75938  0.29055  3.37037
C  -0.93852  -2.58035  2.03247
C  -1.77392  -3.69675  2.30007
C  -2.12752  -4.54395  1.29107
C  -1.63992  -4.31545  -0.01013
C  -0.85632  -3.19665  -0.22573
N  -0.53442  -2.33515  0.72827
H  1.31528  0.78345  5.37637
H  0.21098  -1.25805  6.32097
H  -0.89542  -2.83395  4.77987
H  1.21658  1.17195  2.93537
H  -2.14942  -3.84605  3.30147
H  -2.77342  -5.38895  1.48417
H  -1.87902  -4.98105  -0.82393
H  -0.45322  -2.99805  -1.21573
N  -5.05382  1.40575  -3.49533
C  -3.74132  0.98035  -3.34893
C  -2.71412  1.58275  -4.07723
C  -1.41612  1.13355  -3.93833
C  -1.12812  0.10405  -3.06343
C  -2.12202  -0.44675  -2.27493
C  -3.42502  -0.01205  -2.41893
S  0.51078  -0.61115  -3.10553
O  0.33508  -2.02905  -3.33373
O  1.26798  0.11845  -4.08753
N  1.00448  -0.34485  -1.56063
C  2.27818  -0.62015  -1.30613
N  2.65258  -0.48765  0.00287
C  3.90608  -0.79715  0.29797
C  4.81008  -1.23815  -0.65873
C  4.33618  -1.31335  -1.96043
N  3.09378  -1.00935  -2.28763
H  -5.25932  1.87765  -4.36153
H  -5.75402  0.73035  -3.23433
H  -2.94822  2.38195  -4.76713
H  -0.60412  1.55085  -4.51443
H  -1.87732  -1.23535  -1.57693
H  -4.21462  -0.45225  -1.82853
H  4.19238  -0.68695  1.33747
H  5.82638  -1.48755  -0.39703
H  4.96638  -1.63795  -2.77943
C  -0.23712  1.56795  0.54537
C  0.40838  2.76295  0.68907
C  1.84068  2.82665  0.80327
C  2.48368  4.01655  1.00597
C  1.76778  5.21095  1.11017
C  0.37918  5.18645  0.98337
C  -0.28922  4.00965  0.77347
H  2.39138  1.89595  0.71727
H  3.56568  4.03695  1.08197
H  2.28758  6.14255  1.28327
H  -0.17712  6.11585  1.04407
H  -1.36662  3.98985  0.68317

Results
ΔE to the lowest compared entry with this formula, charge and spin: 242.88 kJ/mol
HOMO level (spin up / spin down): -2.360 / -2.986 eV
HOMO-LUMO gap (spin up / spin down): 4.733 / 5.368 eV
Total charge: -1
⟨S²⟩: 0.8398
Spin multiplicity: 2



Record 3
C27H23Br2CoFN3O4Te | wB97M-V/def2-TZVPD

Atoms and positions in Å:
Co  -0.02038  0.13717  -0.59802
C  1.56865  2.56923  1.68770
C  2.53856  1.71103  0.93496
C  3.91019  2.04982  0.88909
C  4.80072  1.24131  0.25282
C  4.34854  0.05362  -0.35985
C  5.17314  -0.89758  -1.00877
Br  7.05476  -0.61445  -1.13363
C  4.64618  -2.03387  -1.54397
C  3.26503  -2.26760  -1.48429
Br  2.57254  -3.87159  -2.21729
C  2.36566  -1.36220  -0.92776
O  1.09305  -1.50871  -0.94589
C  2.96009  -0.19192  -0.30625
N  2.08690  0.63676  0.33010
H  2.08542  3.38092  2.20033
H  1.03382  1.96816  2.42333
H  0.82855  2.98646  1.00163
H  4.24090  2.95711  1.37832
H  5.85275  1.49255  0.22322
H  5.28896  -2.75432  -2.02999
C  -5.33529  -5.00366  -1.88286
C  -4.47330  -4.67690  -3.09054
C  -3.87879  -5.94095  -3.69913
C  -3.14255  -5.59439  -4.98406
C  -2.12998  -4.50803  -4.73226
C  -1.01372  -4.38333  -5.53141
C  -0.10669  -3.35456  -5.31122
F  0.97079  -3.27100  -6.12103
C  -0.28182  -2.44005  -4.31422
C  -1.39389  -2.56386  -3.48203
C  -1.58027  -1.58188  -2.40073
O  -0.95016  -0.52590  -2.40358
C  -2.53820  -1.95466  -1.39850
C  -3.39912  -2.96704  -1.66244
N  -3.38164  -3.73351  -2.78053
C  -2.31294  -3.59976  -3.67309
C  -2.66666  -1.27610  -0.05110
O  -3.70529  -1.46871  0.58081
O  -1.67041  -0.58765  0.36311
H  -6.04786  -5.77501  -2.17687
H  -5.90460  -4.14586  -1.52815
H  -4.73150  -5.39099  -1.06020
H  -5.11017  -4.20737  -3.84942
H  -4.68157  -6.65166  -3.89906
H  -3.19262  -6.39063  -2.97508
H  -3.87077  -5.24223  -5.72164
H  -2.65290  -6.47030  -5.41138
H  -0.83284  -5.09354  -6.32955
H  0.42747  -1.64210  -4.13747
H  -4.15783  -3.17572  -0.92472
N  -0.11951  3.13990  -1.52070
C  -0.08172  2.02220  -1.21789
C  -2.26847  3.27203  3.50002
Te  -2.03535  1.48775  2.31443
C  -3.99647  1.72952  1.53054
H  -3.04626  3.14391  4.25315
H  -2.51885  4.11241  2.85280
H  -1.32344  3.48778  4.00202
H  -4.02369  2.59415  0.87042
H  -4.68580  1.85789  2.36317
H  -4.24213  0.81953  0.98479

Results
ΔE to the lowest compared entry with this formula, charge and spin: 0.00 kJ/mol
HOMO level (spin up / spin down): -4.582 / -4.584 eV
HOMO-LUMO gap (spin up / spin down): 6.731 / 6.732 eV
Total charge: -1
⟨S²⟩: 3.7578
Spin multiplicity: 4



How do the records compare in DFT total energy? In the order shown, they have -12638.65235; -2014.11050; -8406.77778 Eh.
How do the records compare in M? In the order shown, they have 1355.1; 595.7; 818.8 g mol⁻¹.